1.
The following is a quantum chemistry calculation of the ion C9H18N3 with charge +1, from the Open Molecules 2025 dataset.

Element x y z (Å)
C 2.419 -0.591 -1.391
N 1.966 -0.355 -0.033
C 2.019 -1.513 0.885
N 1.207 0.640 0.189
C 1.634 1.953 0.175
C 0.511 2.764 0.070
C -0.669 2.016 0.012
N -0.430 0.787 0.017
C -1.521 -0.179 0.152
C -2.742 0.498 -0.328
C -1.413 -0.556 1.614
C -1.295 -1.332 -0.893
H 1.785 -0.636 -2.319
H 3.151 0.091 -1.649
H 3.022 -1.470 -1.275
H 3.026 -1.807 0.844
H 1.739 -1.226 1.902
H 1.361 -2.308 0.573
H 2.626 2.172 0.396
H 0.591 3.819 0.120
H -1.617 2.402 0.086
H -2.743 1.002 -1.269
H -3.477 -0.281 -0.616
H -3.410 1.039 0.322
H -1.610 0.277 2.388
H -2.081 -1.364 1.830
H -0.415 -0.858 1.825
H -0.568 -2.033 -0.605
H -2.247 -1.902 -1.149
H -0.818 -1.051 -1.874

## Properties
charge = +1
Kohn-Sham gap = 9.84 eV
energy above the lowest of the compared OMol25 structures with the same formula, charge and spin = 3.521 eV
F_max = 4.943 eV/Å
SMILES = CN(C)[n+]1cccn1C(C)(C)C

=====

2.
The following is a quantum chemistry calculation of the ion C17H28BrN2O3S with charge -1, from the Open Molecules 2025 dataset.

Element x y z (Å)
C 7.391 -1.977 1.080
C 6.075 -1.492 0.200
C 5.650 0.031 0.643
C 4.825 0.850 -0.559
C 3.478 1.563 0.076
C 2.232 1.703 -1.018
C 1.054 2.764 -0.502
C -0.473 2.271 -0.882
C -1.535 2.427 0.383
C -3.049 2.011 -0.131
C -3.900 1.132 1.010
C -5.064 0.313 0.131
N -4.533 -0.967 -0.449
N -5.106 -1.256 -1.694
C -4.168 -0.788 -2.608
S -3.383 -0.271 -4.047
C -4.575 -2.156 0.450
C -3.030 -2.797 0.459
C -2.688 -3.663 -0.901
O -3.544 -3.896 -1.902
Br -0.808 -4.412 -1.037
C -4.975 -1.919 2.010
O -6.224 -2.312 2.387
O -4.126 -1.376 3.083
H 8.290 -1.252 0.805
H 7.189 -1.908 2.237
H 7.735 -3.057 0.789
H 5.192 -2.217 0.525
H 6.262 -1.566 -0.963
H 6.652 0.606 0.905
H 5.010 -0.074 1.633
H 4.617 0.170 -1.490
H 5.575 1.700 -0.917
H 3.137 0.858 0.975
H 3.760 2.615 0.525
H 2.653 2.068 -2.054
H 1.756 0.629 -1.219
H 1.163 2.871 0.659
H 1.314 3.835 -0.955
H -0.401 1.144 -1.262
H -0.858 2.885 -1.829
H -1.150 1.790 1.292
H -1.577 3.596 0.619
H -2.913 1.251 -1.040
H -3.709 2.943 -0.405
H -3.088 0.385 1.463
H -4.356 1.859 1.805
H -6.092 0.243 0.684
H -5.265 1.034 -0.801
H -5.296 -2.959 -0.055
H -2.825 -3.378 1.461
H -2.302 -1.853 0.429

## Properties
charge = -1
Kohn-Sham gap = 6.18 eV
F_max = 9.202 eV/Å
SMILES = CCCCCCCCCCCCN(N=C=S)[C@@H](CC(=O)Br)C(=O)[O-]

=====

3.
The following is a quantum chemistry calculation of a structure of composition C38H38CdN8O3S, from the Open Molecules 2025 dataset.

Element x y z (Å)
Cd -0.299 0.055 -0.160
C 6.740 1.735 0.510
C 6.545 0.624 1.512
C 7.589 0.192 2.318
C 7.422 -0.828 3.248
C 6.188 -1.447 3.355
C 5.131 -1.046 2.548
C 5.294 0.004 1.644
N 4.261 0.458 0.795
C 2.890 0.263 0.875
N 2.425 0.181 2.147
C 1.129 -0.038 2.727
C -0.033 -0.210 1.980
C -1.206 -0.447 2.711
C -1.235 -0.500 4.096
C -0.055 -0.304 4.799
C 1.141 -0.074 4.133
C 2.411 0.142 4.928
N 2.166 0.249 -0.200
C 2.838 0.227 -1.458
C 2.751 1.356 -2.275
C 3.319 1.375 -3.538
C 3.985 0.250 -4.009
C 4.085 -0.871 -3.198
C 3.534 -0.905 -1.915
C 3.687 -2.145 -1.065
H 7.752 2.134 0.574
H 6.037 2.556 0.685
H 6.590 1.390 -0.520
H 8.555 0.676 2.218
H 8.252 -1.141 3.871
H 6.040 -2.255 4.062
H 4.186 -1.576 2.600
H 4.557 0.794 -0.106
H 3.135 0.384 2.826
H -2.140 -0.589 2.177
H -2.166 -0.674 4.624
H -0.058 -0.326 5.884
H 2.190 0.113 5.994
H 2.870 1.116 4.722
H 3.163 -0.629 4.730
H 2.220 2.220 -1.890
H 3.238 2.263 -4.154
H 4.425 0.248 -4.999
H 4.610 -1.752 -3.560
H 3.657 -3.046 -1.683
H 2.897 -2.215 -0.315
H 4.643 -2.143 -0.531
C -1.044 0.686 -4.991
O -0.978 1.859 -4.156
C -0.539 1.636 -2.922
O -0.234 0.532 -2.503
N -0.417 2.806 -2.249
N -0.099 2.759 -0.896
H -1.140 1.055 -6.006
H -1.912 0.087 -4.724
H -0.144 0.086 -4.883
H -0.902 3.596 -2.628
H -0.948 2.746 -0.346
H 0.478 3.549 -0.662
O -0.360 -2.263 -0.896
S 0.354 -3.058 0.182
C -0.891 -4.000 1.033
C -2.025 -4.411 0.352
C -3.011 -5.086 1.052
C -2.856 -5.335 2.413
C -1.718 -4.908 3.083
C -0.726 -4.223 2.392
C 1.158 -4.385 -0.704
C 1.007 -4.451 -2.076
C 1.726 -5.407 -2.784
C 2.591 -6.265 -2.117
C 2.734 -6.182 -0.735
C 2.019 -5.233 -0.021
H -2.137 -4.182 -0.704
H -3.908 -5.408 0.538
H -3.641 -5.847 2.959
H -1.612 -5.083 4.147
H 0.153 -3.844 2.907
H 0.349 -3.745 -2.573
H 1.619 -5.471 -3.860
H 3.167 -6.993 -2.675
H 3.414 -6.848 -0.217
H 2.131 -5.152 1.058
N -2.418 0.739 -0.411
C -3.534 0.507 -0.107
N -4.742 0.230 0.146
C -5.617 0.763 0.983
N -6.442 1.184 1.684

## Properties
charge = 0
Kohn-Sham gap = 8.05 eV
F_max = 0.696 eV/Å

=====

no.,DFT total energy (Eh)
1,-517.61329
2,-3971.62268
3,-2700.54035